Entry from OMol25: 13 unconnected molecules or ions with the total composition C52H92O25 at a distorted geometry (the ωB97M-V functional and the def2-TZVPD basis).

E_tot (a.u.): -3917.28044
Total charge: 0
Spin multiplicity: 1
Largest force on an atom (eV Å⁻¹): 7.03

Element x y z (Å)
C (10.587229, 24.947740, -15.713247)
C (10.943482, 23.569259, -15.012818)
C (12.448297, 23.635692, -14.790216)
O (12.738252, 25.055399, -14.864507)
C (11.860059, 25.778144, -15.698620)
H (9.628928, 25.388072, -15.437817)
H (10.351077, 24.882137, -16.775334)
H (10.667224, 22.683163, -15.584319)
H (10.389670, 23.597144, -14.074413)
H (12.954084, 22.995845, -15.513316)
H (12.596149, 23.266050, -13.775520)
H (12.377073, 25.732038, -16.657097)
H (11.607613, 26.808435, -15.447886)
C (13.426326, 31.252343, -13.539015)
C (12.912232, 30.673377, -14.838336)
C (12.611283, 29.190189, -14.543539)
O (12.403346, 29.090504, -13.209821)
C (13.307400, 30.062282, -12.589430)
H (12.661568, 31.889074, -13.094246)
H (14.342104, 31.841984, -13.581206)
H (13.649415, 30.903507, -15.607561)
H (12.019221, 31.206947, -15.163824)
H (13.445731, 28.525387, -14.766768)
H (11.719240, 28.870907, -15.082446)
H (14.260857, 29.572477, -12.391694)
H (12.938758, 30.303746, -11.592484)
C (14.973852, 33.213491, -19.061458)
C (16.301533, 32.683267, -18.512513)
C (15.896832, 31.298414, -17.869309)
O (14.561665, 31.485115, -17.612905)
C (14.011322, 32.120249, -18.760062)
H (14.958224, 33.184678, -20.150970)
H (14.666928, 34.094580, -18.497916)
H (16.670109, 33.255995, -17.661495)
H (17.135294, 32.514337, -19.193991)
H (16.544151, 31.178479, -17.000583)
H (16.108308, 30.511419, -18.593195)
H (12.991804, 32.484711, -18.634114)
H (13.993722, 31.378411, -19.558483)
C (11.943153, 36.217304, -14.724433)
C (12.882558, 35.135825, -14.171994)
C (13.231200, 34.508027, -15.460173)
O (12.106702, 34.740185, -16.339568)
C (11.318357, 35.843323, -16.001753)
H (12.515851, 37.115310, -14.956177)
H (11.243433, 36.510398, -13.941760)
H (12.372986, 34.378756, -13.575953)
H (13.654320, 35.683891, -13.631529)
H (13.356728, 33.444121, -15.259072)
H (14.203402, 34.819828, -15.841888)
H (10.252254, 35.643164, -15.894658)
H (11.432842, 36.652687, -16.722803)
C (7.594265, 28.569378, -17.809134)
C (7.784277, 29.332330, -16.539141)
C (8.960097, 28.579789, -15.926576)
O (8.946057, 27.206079, -16.493728)
C (7.824468, 27.148339, -17.390603)
H (8.333721, 28.776099, -18.582811)
H (6.653380, 28.647898, -18.353819)
H (6.956060, 29.139545, -15.857233)
H (7.920658, 30.408174, -16.648989)
H (9.005033, 28.500166, -14.840411)
H (9.949380, 28.848813, -16.296755)
H (7.121352, 26.878116, -16.602754)
H (8.003725, 26.402759, -18.165237)
C (16.060262, 28.032063, -16.480861)
C (16.092565, 26.529732, -16.326049)
C (17.476953, 26.184596, -15.821923)
O (17.641451, 27.294895, -14.895659)
C (16.835330, 28.399718, -15.132593)
H (15.029380, 28.383969, -16.441467)
H (16.600565, 28.251395, -17.401768)
H (16.070487, 26.036911, -17.298026)
H (15.272340, 26.220442, -15.678225)
H (18.382351, 26.320229, -16.413504)
H (17.618554, 25.276839, -15.235377)
H (17.367936, 29.350575, -15.115079)
H (16.014572, 28.414807, -14.415490)
C (8.581542, 27.784857, -11.662070)
C (9.789731, 27.210671, -12.292462)
C (9.854653, 25.863910, -11.565637)
O (8.565002, 25.505354, -11.140696)
C (7.708368, 26.584119, -11.256960)
H (8.069082, 28.519211, -12.283522)
H (8.774510, 28.238834, -10.690075)
H (10.594988, 27.849261, -11.929356)
H (9.605891, 27.064264, -13.356828)
H (10.491787, 25.959963, -10.686475)
H (10.289407, 25.056817, -12.155297)
H (7.133515, 26.900656, -10.386642)
H (7.062127, 26.281404, -12.080889)
C (9.872541, 31.590283, -12.691054)
C (10.061301, 33.006033, -12.314227)
C (8.979221, 33.644827, -11.453291)
O (9.650414, 34.222746, -10.338673)
C (10.918285, 33.810499, -10.295409)
O (11.811289, 34.079670, -9.450008)
O (11.228043, 33.208152, -11.473336)
H (9.900849, 30.876996, -11.867326)
H (10.572383, 31.305221, -13.476589)
H (8.854879, 31.478148, -13.065068)
H (10.323677, 33.548668, -13.222405)
H (8.183965, 33.092030, -10.953226)
H (8.470709, 34.190822, -12.247901)
C (13.584623, 28.755742, -9.340738)
C (14.979345, 28.637069, -8.664903)
C (14.913524, 28.577899, -7.204460)
O (15.687467, 27.389018, -6.884493)
C (16.110427, 26.904313, -7.965428)
O (16.892474, 25.990206, -8.057271)
O (15.546353, 27.532914, -8.988746)
H (13.784612, 28.669812, -10.408787)
H (13.132622, 29.744102, -9.257629)
H (12.875690, 27.970582, -9.077991)
H (15.529552, 29.563706, -8.828323)
H (13.920471, 28.447717, -6.774358)
H (15.435129, 29.472961, -6.865490)
C (20.514331, 28.894171, -11.544004)
C (19.321056, 29.032854, -12.385610)
C (18.095219, 28.609354, -11.584939)
O (17.133085, 29.490472, -11.990331)
C (17.727065, 30.556782, -12.718029)
O (17.135542, 31.475223, -13.217817)
O (19.056042, 30.341014, -12.680653)
H (21.323631, 29.115824, -12.239700)
H (20.753827, 27.877713, -11.231661)
H (20.750173, 29.581857, -10.731872)
H (19.255854, 28.330269, -13.216417)
H (18.245362, 28.496977, -10.511191)
H (17.722149, 27.655310, -11.957365)
C (9.234171, 33.960363, -18.759869)
C (10.422614, 32.889317, -18.717734)
C (10.152178, 31.838153, -17.705181)
O (10.072591, 30.633279, -18.502993)
C (10.202024, 30.888892, -19.743956)
O (10.045769, 30.055620, -20.691364)
O (10.337151, 32.255859, -19.924553)
H (9.332012, 34.798179, -19.450232)
H (9.336971, 34.528731, -17.835487)
H (8.234017, 33.553674, -18.909491)
H (11.333019, 33.431243, -18.461614)
H (9.136062, 31.925413, -17.320499)
H (10.951293, 31.708654, -16.975277)
C (19.171177, 34.593931, -13.975869)
C (17.658394, 34.490750, -14.353443)
C (16.758419, 34.600731, -13.107505)
O (16.346663, 35.977096, -13.229680)
C (16.544268, 36.450707, -14.391121)
O (16.018525, 37.428657, -14.860804)
O (17.308438, 35.621152, -15.085918)
H (19.827297, 34.581452, -14.846190)
H (19.532052, 33.704820, -13.458809)
H (19.451260, 35.532711, -13.498025)
H (17.416331, 33.590493, -14.918276)
H (17.318348, 34.337298, -12.210179)
H (15.961952, 33.892034, -13.334439)
C (15.514291, 33.511636, -10.518693)
C (15.799629, 33.074687, -9.063199)
C (15.564638, 34.163905, -8.031236)
O (14.527704, 33.569744, -7.229574)
C (14.211923, 32.304307, -7.584000)
O (13.421176, 31.536263, -7.063154)
O (14.921850, 32.057626, -8.719528)
H (14.562926, 34.028674, -10.643889)
H (15.621502, 32.638008, -11.161648)
H (16.242949, 34.317524, -10.606450)
H (16.770975, 32.593663, -9.178135)
H (15.331680, 35.172133, -8.373740)
H (16.400680, 34.396300, -7.371599)

Forces on the atoms, in the same order (eV/Å):
-0.609 -1.276 -1.535
-0.805 1.342 -0.722
-1.670 1.117 0.231
1.520 -0.295 1.742
-0.488 -1.455 -0.356
0.573 0.214 1.089
0.067 -0.845 -0.306
-0.216 0.138 -0.002
0.160 -0.395 0.086
0.481 0.429 -0.163
0.810 0.282 -0.057
-0.473 0.518 -0.542
0.783 -0.089 0.647
-1.733 0.022 1.313
0.543 0.449 -0.969
0.498 0.439 -2.008
-0.116 1.460 2.981
0.690 -1.185 0.510
0.125 0.704 -0.392
0.235 -0.616 0.086
-0.095 -0.667 -0.303
-0.254 -0.111 0.054
0.278 -0.016 -0.727
0.093 -0.175 0.001
0.319 -0.184 -0.310
-0.389 0.143 -0.236
0.626 -0.272 -0.508
0.430 -1.162 0.860
1.711 1.769 -1.285
-1.895 -0.771 1.325
-0.072 -0.992 0.392
0.279 1.442 -0.045
0.089 0.380 -0.810
-0.016 0.484 -0.303
-0.200 0.393 -0.280
-0.645 -0.452 0.373
-0.264 -0.425 -0.012
0.172 -0.281 0.586
-0.061 -0.118 -0.285
-0.141 2.534 2.642
-1.122 1.189 -0.266
0.566 -1.061 -0.288
0.708 -2.206 -1.601
0.351 -0.081 0.373
0.381 0.025 0.487
-0.230 0.191 -0.067
-0.007 0.379 0.445
0.218 -0.600 0.077
-0.312 -0.303 -0.722
-0.193 0.568 -0.608
-0.069 -0.662 -0.243
-0.056 -0.081 -0.280
-0.289 -0.699 -1.993
0.181 -0.281 0.790
1.489 -1.457 -0.923
0.527 1.185 0.093
0.144 -0.096 2.079
0.313 0.419 0.206
-0.342 0.313 0.433
-0.376 0.292 -0.149
0.089 -0.166 0.062
-0.308 0.148 0.012
-0.075 1.093 0.227
-1.457 -0.644 -1.076
-0.158 0.119 0.119
1.066 -0.057 1.152
0.342 -1.339 -1.774
0.058 2.103 2.000
1.828 -0.084 1.878
-2.057 -0.629 -1.859
0.221 0.326 -0.421
-0.152 0.665 0.096
-0.969 -0.080 -0.175
0.299 -0.510 0.087
-0.571 -0.480 -1.213
-0.453 -0.089 -0.104
0.222 -0.102 -0.177
0.116 0.333 0.582
-1.785 0.356 1.018
0.127 -0.654 0.883
1.261 -0.094 0.128
0.333 -0.941 0.882
-0.731 1.095 -1.917
-0.181 -0.006 0.043
0.555 0.487 -0.146
0.559 -0.261 -1.254
0.685 0.265 -0.082
0.186 0.068 0.204
-0.157 -0.019 -0.183
-0.033 -0.792 0.315
-0.780 0.447 0.051
-0.525 -1.054 -0.244
1.271 -0.147 1.371
-0.801 -0.692 -0.673
-0.022 1.000 0.319
4.086 1.433 0.886
-3.948 -1.139 -2.734
0.261 -0.702 0.630
0.394 0.169 0.192
-0.086 -0.228 0.155
-0.102 0.055 -0.401
-0.542 0.478 0.035
0.264 -1.016 -0.589
-0.219 1.755 1.043
0.908 0.354 -0.881
-4.743 5.030 0.339
-0.277 0.220 2.648
-1.299 2.251 3.591
2.376 -3.062 -1.860
-0.539 0.528 -0.342
3.146 -4.730 -4.142
-0.084 -0.306 -0.074
0.058 -0.037 0.578
0.180 -0.020 0.327
0.430 -0.155 -1.193
0.162 0.228 0.088
-0.306 -0.339 1.001
3.194 -0.055 -1.008
-1.391 -2.825 2.424
0.191 -2.235 -0.271
-1.422 3.907 -1.391
-0.905 -1.301 1.373
0.699 -0.900 0.595
-0.545 2.585 -1.698
0.602 -0.034 -0.003
-0.554 -0.074 0.082
-1.056 0.088 0.167
0.830 0.631 -0.737
-0.179 0.655 0.184
0.372 -0.395 0.286
1.442 0.445 0.946
-2.625 3.565 0.560
-0.574 -1.250 0.292
0.411 -1.024 2.520
-1.261 -1.618 -6.191
1.031 3.557 3.903
1.234 -2.397 -2.247
0.520 -0.527 -0.699
-0.575 -0.292 0.553
0.196 -0.371 0.269
0.230 -0.105 -0.684
0.375 0.244 0.694
-0.362 0.042 0.148
-0.023 -0.612 -1.113
2.116 -0.330 1.423
0.888 -0.378 -2.067
-1.135 -1.366 4.814
-0.900 1.397 -3.241
0.634 -0.264 0.542
0.477 0.279 -2.129
-0.370 0.083 -0.535
-0.354 0.141 0.610
-0.450 -0.123 0.508
0.272 0.092 -0.043
-0.439 0.575 -0.113
-0.600 0.425 0.843
0.024 0.667 1.659
-0.090 0.522 -2.484
0.483 -0.401 1.073
-0.717 0.342 1.122
-0.567 -0.049 -0.503
1.944 1.820 -0.975
-1.300 -2.132 0.943
-0.339 -0.435 0.118
0.201 0.420 -0.294
0.253 -0.304 -0.763
0.428 0.399 0.922
-0.923 -0.378 -0.554
0.263 -0.647 0.136